No. 1
# C4H13NO3

A 2-piece molecular cluster, C4H13NO3 overall in a non-equilibrium geometry (wB97M-V/def2-TZVPD, OMol25).

Geometry as XYZ:
```
21
Properties=species:S:1:pos:R:3:nbo_charge:R:1
C -0.0493 -1.8161 -1.5674 -0.640
C 0.7395 -1.7053 -0.2513 0.095
O 1.9666 -1.0130 -0.6144 -0.733
C -0.0071 -0.8563 0.7820 -0.105
N 0.6181 -1.0502 2.0959 -0.847
C -0.1718 0.6248 0.3981 -0.072
O -0.6981 1.3569 1.4930 -0.752
H 0.4771 -1.1980 -2.2870 0.236
H -0.0224 -2.8244 -1.9465 0.216
H -1.0862 -1.5309 -1.4410 0.204
H 1.0779 -2.6732 0.1065 0.188
H 2.2836 -0.5422 0.1635 0.455
H -1.0256 -1.2549 0.7788 0.202
H -0.0328 -0.9946 2.8678 0.367
H 1.3788 -0.4053 2.2504 0.351
H -0.8982 0.7176 -0.4075 0.194
H 0.7495 1.1538 0.1398 0.166
H -0.5364 1.0845 2.3984 0.475
O -1.8097 4.1445 -1.9731 -0.927
H -0.9389 3.9120 -1.6174 0.464
H -2.0148 4.8703 -1.3687 0.464
```

Frontier orbital gap (eV): 10.3782
Net charge: 0
E (eV): -11990.4486
SMILES string: C[C@@H](O)[C@@H](N)CO.O
E_HOMO (hartree): -0.3609
LUMO level (eV): 0.558
2S+1: 1

***

No. 2
# C9H19N5O3S

C9H19N5O3S as an isolated structure in a non-equilibrium geometry (wB97M-V/def2-TZVPD, OMol25).

Geometry as XYZ:
```
37
Properties=species:S:1:pos:R:3:nbo_charge:R:1
C 3.5776 -0.9207 0.4880 -0.155
C 2.7182 -0.1359 -0.5679 0.676
C 3.1323 -2.4676 0.6577 -0.503
C 0.9741 1.6330 -0.5548 -0.191
C 1.6237 2.9948 -0.4321 0.810
C -0.4018 1.6997 0.0253 -0.395
C -1.1724 0.3258 -0.3818 -0.408
C -2.5881 0.3086 0.0354 -0.217
C -4.6103 -0.9672 0.0473 0.578
H 4.4368 -0.4450 2.2797 0.388
H 2.7637 0.9094 1.6809 0.410
H 4.5901 -0.7864 0.2335 0.214
H 3.6312 -3.1560 1.3358 0.234
H 2.0526 -2.4520 0.7990 0.215
H 2.6092 -4.4440 -0.6547 0.131
H 1.4433 0.1060 1.0989 0.431
H 1.3618 1.4559 -1.5157 0.274
H -0.8661 2.6286 -0.3299 0.243
H -0.3412 1.7523 1.1309 0.209
H -0.5574 -0.4889 0.0545 0.216
H -1.0601 0.1411 -1.4269 0.206
H -2.6456 0.2759 1.2111 0.190
H -3.2030 1.2643 -0.3515 0.182
H -2.9113 -1.2019 -1.3751 0.400
H -4.5511 0.7940 1.1452 0.369
H -6.4263 -2.0514 -0.1765 0.382
H -5.2312 -2.8776 -0.8924 0.365
H 1.1936 4.8768 -1.2437 0.513
N 3.2380 -0.3163 1.8721 -0.914
N 1.6507 0.4571 0.0067 -0.645
N -3.2103 -0.9230 -0.3600 -0.665
N -5.1738 0.0311 0.6543 -0.747
N -5.5606 -1.9186 -0.7746 -0.840
O 2.8765 -0.0470 -1.7783 -0.601
O 2.4887 3.2342 0.2494 -0.545
O 0.8833 3.9168 -1.1751 -0.748
S 3.2649 -3.2059 -1.0146 -0.060
```

Frontier orbital gap (eV): 9.4062
Net charge: 0
E (eV): -34063.9243
E_HOMO (hartree): -0.3307
LUMO level (eV): 0.406
2S+1: 1

***

No. 3
# CH3FIP

CH3FIP as an isolated structure in a non-equilibrium geometry (wB97M-V/def2-TZVPD, OMol25).

Geometry as XYZ:
```
7
Properties=species:S:1:pos:R:3:nbo_charge:R:1
C -0.7066 -0.0894 -0.0601 -0.991
F 1.3505 0.9371 1.3783 -0.589
P 0.9282 0.7464 -0.2177 0.967
I -1.1372 -0.9256 -1.9275 0.166
H -0.6950 -0.9585 0.8471 0.262
H -1.5520 0.6090 0.3259 0.266
H 1.8120 -0.3190 -0.3459 -0.082
```

Frontier orbital gap (eV): 9.8253
Net charge: 0
E (eV): -21192.2453
E_HOMO (hartree): -0.3551
LUMO level (eV): 0.162
2S+1: 1

***

Quick rundown of energy above the lowest of the compared OMol25 structures with the same formula, charge and spin, same order as above: 2.023; 6.811; 0.383 eV